Model i:
{"formula": "C3H6NO2", "method": "the ωB97M-V functional and the def2-TZVPD basis", "charge": -1, "gap_ev": 8.268, "elements": ["H", "H", "H", "H", "H", "C", "N", "H", "O", "C", "O", "C"], "coordinates": [[1.38, 0.41, 0.53], [-1.00, 0.83, -1.31], [-0.56, 0.05, 2.03], [0.44, 1.77, -1.11], [-1.47, 0.55, 0.86], [0.37, 0.12, 0.24], [-0.54, 0.70, 1.25], [0.67, 0.22, -1.86], [-0.45, -1.99, 1.06], [0.24, -1.44, 0.18], [0.86, -1.97, -0.77], [0.07, 0.74, -1.11]], "mulliken_charge": [0.236, 0.325, 0.319, 0.302, 0.284, 0.275, -0.834, 0.316, -0.748, 0.548, -0.760, -1.264]}



Model ii:
{"formula": "C3H6NO2", "method": "the ωB97M-V functional and the def2-TZVPD basis", "charge": -1, "gap_ev": 7.341, "elements": ["H", "H", "C", "C", "H", "O", "C", "H", "N", "H", "O", "H"], "coordinates": [[-0.58, 2.08, -1.31], [-0.84, -1.43, 0.75], [-0.06, 1.52, -0.53], [1.25, -1.01, 0.29], [1.49, -0.95, -0.80], [1.98, -0.25, 1.06], [-0.96, 0.27, -0.30], [1.27, -2.11, 0.51], [-0.28, -0.75, 0.26], [-0.25, 2.08, 0.39], [-2.14, 0.20, -0.62], [0.96, 1.18, -0.59]], "mulliken_charge": [0.295, 0.250, -0.828, -0.705, 0.301, -0.819, 0.413, 0.303, -0.056, 0.173, -0.707, 0.381]}



Model iii:
{"formula": "C3H6NO2", "method": "the ωB97M-V functional and the def2-TZVPD basis", "charge": -1, "gap_ev": 8.482, "elements": ["N", "C", "H", "O", "C", "H", "H", "H", "C", "H", "O", "H"], "coordinates": [[-1.13, 0.42, -0.30], [2.26, -0.09, -1.89], [-2.38, 0.47, 2.11], [1.45, 0.67, -1.30], [-0.88, -0.30, 0.86], [-0.03, -0.96, 0.82], [-1.56, 1.30, -0.01], [3.34, 0.12, -1.65], [-1.57, -0.25, 2.01], [-1.34, -0.95, 2.80], [2.04, -1.00, -2.70], [-0.20, 0.59, -0.76]], "mulliken_charge": [-0.595, 0.008, 0.220, -0.694, 0.031, 0.246, 0.224, 0.293, -0.782, 0.244, -0.635, 0.439]}



Model iv:
{"formula": "C3H6NO2", "method": "the ωB97M-V functional and the def2-TZVPD basis", "charge": -1, "gap_ev": 6.421, "elements": ["O", "H", "C", "H", "C", "H", "N", "H", "H", "H", "C", "O"], "coordinates": [[4.21, 0.30, -1.70], [-0.88, 1.11, 1.39], [3.73, -0.38, -0.80], [-2.91, -0.07, 1.70], [-1.15, 0.58, 0.46], [-1.18, 1.17, -0.50], [-3.30, -0.19, -0.41], [2.66, -0.31, -0.83], [-0.41, -0.31, 0.34], [-2.42, -0.84, -0.44], [-2.50, 0.04, 0.65], [4.15, -1.11, 0.15]], "mulliken_charge": [-0.610, 0.287, 0.260, 0.297, -0.901, 0.320, -0.648, 0.019, 0.274, 0.278, 0.086, -0.663]}



Which of them is most stable, and which least? Most stable: model i; least stable: model iv.